Below is the molecule C4H7NO in a non-equilibrium geometry, with properties calculated with the ωB97M-V functional and the def2-TZVPD basis.

As for the structure (SMILES): CC/N=C\C=O. As for the energy: -286.5097 Ha. The value obtained for the HOMO-LUMO gap is 9.0 eV. As for the energy above the lowest of the compared OMol25 structures with the same formula, charge and spin: 320.21 kJ/mol. The value obtained for the highest occupied orbital energy is -9.2 eV. As for the molar mass: 85.11 g/mol. As for the net charge: 0.

Each line ends with the natural charge from an NBO analysis.
Geometry (Å):
C 1.6456 0.9511 -0.0048  -0.5872
C 0.1034 0.9052 -0.3319  -0.2675
N 0.2119 -0.5283 -0.5526  -0.3345
C -0.4472 -1.2992 0.2068  -0.0226
C -1.9088 -1.1024 0.2940  0.3471
O -2.6735 -1.9314 0.7224  -0.4973
H 2.0308 1.8990 -0.3428  0.2067
H 2.2218 0.1610 -0.5235  0.2416
H 1.7979 0.7658 1.0595  0.2099
H -0.5640 1.1861 0.5189  0.1846
H -0.1528 1.5550 -1.1811  0.2104
H -0.0086 -2.2572 0.4791  0.1954
H -2.2408 -0.2518 -0.3432  0.1135